# 1
Computed, not measured: a structure of composition C3H5NO2, with wB97M-V/def2-TZVPD.

The geometry in XYZ format:
```
11
Properties=species:S:1:pos:R:3:lowdin_charge:R:1
C -0.25792 0.52248 1.09814 0.18
C 1.09486 0.32509 0.44351 -0.46
O 2.17185 0.87620 0.56356 0.02
O 0.40978 0.53103 -1.31757 -0.01
C -0.59935 -0.19419 -1.38164 -0.38
N -1.26911 -0.53594 -0.29072 0.09
H -1.00743 1.25872 0.94916 0.08
H 0.97907 -0.76833 0.43595 0.12
H -0.16256 0.13041 2.13025 0.12
H -0.89631 -0.55727 -2.38107 0.14
H -2.06005 -1.17645 -0.48312 0.11
```

Properties
Orbital gap, eV: 8.81
Relative energy (zero: lowest compared OMol25 entry of this formula, charge and spin), kcal per mole: 100.9
HOMO level, Ha: -0.3411

# 2
Computed, not measured: a cluster of 2 separate species, C3H5NO2 in total, with wB97M-V/def2-TZVPD.

The geometry in XYZ format:
```
11
Properties=species:S:1:pos:R:3:lowdin_charge:R:1
C -1.78943 0.63935 -0.01775 0.07
C -0.18958 -1.17568 -0.25845 -0.15
O 0.40003 -2.21665 -0.42090 0.00
C 0.70996 0.07450 0.07378 -0.48
O 0.05561 1.10541 0.22804 0.02
N 2.01426 -0.08883 0.15082 0.20
H -2.22225 -0.00661 0.73301 0.03
H -1.91002 1.69643 0.20011 0.04
H -2.06705 0.37452 -1.02835 0.03
H 2.32003 -1.04367 -0.01671 0.11
H 2.67847 0.64124 0.35642 0.13
```

Properties
Orbital gap (spin up / spin down), eV: 7.87 / 7.87
Relative energy (zero: lowest compared OMol25 entry of this formula, charge and spin), kcal per mole: 107.1
HOMO level (spin up / spin down), Ha: -0.2687 / -0.2688

# 3
Computed, not measured: a structure of composition C3H5NO2, with wB97M-V/def2-TZVPD.

The geometry in XYZ format:
```
11
Properties=species:S:1:pos:R:3:lowdin_charge:R:1
O 0.36972 1.67830 0.94111 0.03
C 0.45850 0.73761 -0.05953 -0.28
C 0.83586 -0.73591 0.22012 -0.09
O -0.04633 -1.13714 -0.83470 -0.03
C -0.74624 0.04744 -0.65897 -0.41
N -1.99913 0.03362 -0.69858 0.18
H -0.26414 1.36701 1.60009 0.11
H 1.09973 1.12178 -0.85531 0.16
H 1.85395 -1.05352 0.03744 0.12
H 0.45135 -1.08487 1.19141 0.14
H -2.01326 -0.97434 -0.88305 0.07
```

Properties
Orbital gap, eV: 11.22
Relative energy (zero: lowest compared OMol25 entry of this formula, charge and spin), kcal per mole: 58.6
HOMO level, Ha: -0.3841

# 4
Computed, not measured: a structure of composition C3H5NO2, with wB97M-V/def2-TZVPD.

The geometry in XYZ format:
```
11
Properties=species:S:1:pos:R:3:lowdin_charge:R:1
N 0.50433 -0.03956 -0.76130 -0.10
C -0.00719 1.00599 0.72321 -0.23
C -1.48501 -0.75186 0.65844 0.05
C -0.95322 -0.08246 -0.40282 -0.31
O 1.18940 -1.25202 -0.61532 -0.01
O -0.11675 2.18668 0.57210 0.06
H 1.97356 -1.03627 -0.08834 0.11
H 0.71833 0.41248 -1.64905 0.16
H 0.47968 0.47273 1.54239 0.14
H -0.79746 -1.49685 1.07934 0.00
H -1.50567 0.58114 -1.05866 0.12
```

Properties
Orbital gap, eV: 8.58
Relative energy (zero: lowest compared OMol25 entry of this formula, charge and spin), kcal per mole: 176.8
HOMO level, Ha: -0.3034

# 5
Computed, not measured: the molecule C3H5NO2, with wB97M-V/def2-TZVPD.

The geometry in XYZ format:
```
11
Properties=species:S:1:pos:R:3:lowdin_charge:R:1
C -0.36398 -0.44373 -0.12029 -0.40
N -0.33883 -1.63223 -0.76510 0.18
C 0.77972 1.37657 0.71188 -0.28
C 0.61524 0.53796 -0.38371 -0.05
O -1.55356 -0.16291 0.38850 0.10
O -0.03448 1.27615 1.67027 -0.09
H -1.40111 0.68255 0.93221 0.12
H 0.45258 -1.88712 -1.32639 0.11
H -1.15035 -2.22532 -0.72585 0.12
H 1.66199 2.02064 0.79872 0.12
H 1.33278 0.45741 -1.18025 0.09
```

Properties
Orbital gap, eV: 9.11
Relative energy (zero: lowest compared OMol25 entry of this formula, charge and spin), kcal per mole: 31.1
HOMO level, Ha: -0.3100

# 6
Computed, not measured: a structure of composition C3H5NO2, with wB97M-V/def2-TZVPD.

The geometry in XYZ format:
```
11
Properties=species:S:1:pos:R:3:lowdin_charge:R:1
O 1.09983 -1.35699 -0.02283 -0.05
C 0.17711 -0.44164 -0.64894 -0.25
C -1.11785 -0.66501 0.11129 -0.07
O -1.09372 0.72831 0.60651 0.01
C 0.10809 0.93576 -0.01486 -0.43
N 0.93351 1.87958 0.03282 0.18
H 1.62746 -0.90742 0.65168 0.11
H 0.26379 -0.55148 -1.72894 0.15
H -2.09229 -0.83139 -0.38029 0.13
H -0.52374 -1.42058 0.74853 0.15
H 0.61782 2.63086 0.64504 0.07
```

Properties
Orbital gap, eV: 11.31
Relative energy (zero: lowest compared OMol25 entry of this formula, charge and spin), kcal per mole: 65.6
HOMO level, Ha: -0.3819

# 7
Computed, not measured: the molecule C3H5NO2, with wB97M-V/def2-TZVPD.

The geometry in XYZ format:
```
11
Properties=species:S:1:pos:R:3:lowdin_charge:R:1
N 1.19206 -1.19688 0.86350 0.16
C 0.10747 -0.78196 0.15904 -0.51
O -0.73279 -1.52752 -0.30140 0.07
C 0.03213 0.75446 0.06720 -0.15
C -1.68384 0.86147 -1.31475 0.08
O -0.39264 1.11098 -1.24284 -0.14
H 1.95752 -0.56531 1.03038 0.10
H 1.36432 -2.18704 0.94159 0.11
H 1.00598 1.20809 0.23552 0.12
H -0.70710 1.09627 0.80007 0.13
H -1.88140 0.77892 -2.40140 0.02
```

Properties
Orbital gap, eV: 9.14
Relative energy (zero: lowest compared OMol25 entry of this formula, charge and spin), kcal per mole: 83.3
HOMO level, Ha: -0.3109

# 8
Computed, not measured: the molecule C3H5NO2, with wB97M-V/def2-TZVPD.

The geometry in XYZ format:
```
11
Properties=species:S:1:pos:R:3:lowdin_charge:R:1
C -0.97955 0.01677 1.51430 -0.36
N 0.23816 -0.49793 1.15483 0.04
C 0.42516 -0.61766 -0.28235 -0.12
C 1.15059 0.44888 -1.03453 -0.30
O 1.17266 0.50660 -2.25578 0.02
O -1.96521 0.10164 0.81705 0.03
H -1.22633 0.04456 2.60008 0.14
H 1.04391 -0.47106 1.75598 0.13
H -0.27767 0.15365 -0.71838 0.14
H 0.41429 -1.57112 -0.79266 0.14
H 1.51395 1.32315 -0.48466 0.13
```

Properties
Orbital gap, eV: 10.63
Relative energy (zero: lowest compared OMol25 entry of this formula, charge and spin), kcal per mole: 57.9
HOMO level, Ha: -0.3667

# 9
Computed, not measured: the molecule C3H5NO2, with wB97M-V/def2-TZVPD.

The geometry in XYZ format:
```
11
Properties=species:S:1:pos:R:3:lowdin_charge:R:1
C -0.32655 1.28305 -0.00306 0.04
C 0.04951 0.08815 0.46699 -0.47
N -0.18952 -0.37077 1.74267 0.13
O 0.80723 -0.82489 -0.23930 0.06
C 0.63204 -0.88424 -1.59018 -0.31
O 1.26564 -1.62957 -2.27382 0.11
H -1.06238 1.85613 0.54579 0.06
H 0.12658 1.73467 -0.87417 0.06
H -0.71057 0.27214 2.31959 0.10
H -0.45325 -1.33860 1.85360 0.10
H -0.13874 -0.18608 -1.94810 0.14
```

Properties
Orbital gap, eV: 9.76
Relative energy (zero: lowest compared OMol25 entry of this formula, charge and spin), kcal per mole: 29.2
HOMO level, Ha: -0.3284

# 10
Computed, not measured: a cluster of 2 separate species, C3H5NO2 in total, with wB97M-V/def2-TZVPD.

The geometry in XYZ format:
```
11
Properties=species:S:1:pos:R:3:lowdin_charge:R:1
O 1.77267 -1.33238 -0.36551 0.05
C 1.58239 -0.38478 0.35851 -0.24
C 0.39420 0.54931 0.22034 -0.25
N -0.41893 0.14004 -0.87747 -0.05
C -2.51518 -0.41256 -0.18377 -0.01
O -2.40623 -0.40090 0.95288 0.03
H 2.29415 -0.14298 1.17665 0.12
H -0.11852 0.54102 1.20616 0.11
H 0.80983 1.56250 0.10028 0.12
H -0.09845 -0.66657 -1.38391 0.08
H -1.29593 0.54731 -1.20416 0.03
```

Properties
Orbital gap, eV: 10.17
Relative energy (zero: lowest compared OMol25 entry of this formula, charge and spin), kcal per mole: 49.2
HOMO level, Ha: -0.3378

Which formula does entry 2 have? C3H5NO2

Look up the relative energy (zero: lowest compared OMol25 entry of this formula, charge and spin) of the second one. 107.1 kcal per mole

Number 7 is which compound? C3H5NO2